No. 1
This record from the OMol25 dataset describes C27H39Br9O12 as an isolated structure in a non-equilibrium geometry. The level of theory is ωB97M-V with the def2-TZVPD basis set.

```
! RIJCOSX wB97M-V def2-TZVPD def2/J DEFGRID3
* xyz 0 1
O 5.19433 -2.00584 -4.78005
C 4.58851 -2.25565 -3.78270
O 4.85302 -1.65127 -2.66556
C 3.99621 -2.04700 -1.59327
C 3.41713 -3.33303 -2.10754
C 3.52845 -3.31957 -3.64092
H 3.23772 -1.26534 -1.55085
H 4.49978 -2.06666 -0.62676
H 2.37451 -3.40158 -1.79714
H 3.79668 -4.24575 -1.64822
H 2.57121 -3.15449 -4.13543
H 3.89876 -4.26450 -4.03849
O 8.22719 2.00511 -1.88468
C 7.82600 2.65964 -0.88950
O 7.03711 3.76104 -1.06178
C 6.53707 4.37239 0.11888
C 7.32165 3.51106 1.15223
C 7.91057 2.25800 0.59891
H 5.45827 4.21654 0.12326
H 6.67369 5.44552 0.25242
H 6.74502 3.38364 2.06840
H 8.14284 4.12821 1.51676
H 7.31985 1.34353 0.65275
H 8.94703 2.12340 0.90829
O 11.06912 -2.90299 -2.82514
C 9.96184 -2.60358 -2.41946
O 9.05286 -3.54252 -2.13960
C 7.83011 -2.98418 -1.75482
C 7.99587 -1.42470 -1.77073
C 9.45048 -1.21470 -2.14984
H 7.59285 -3.25602 -0.72628
H 7.12534 -3.39966 -2.47508
H 7.80800 -0.94131 -0.81201
H 7.38213 -1.03235 -2.58157
H 10.05901 -0.74226 -1.37875
H 9.58507 -0.55874 -3.00991
O 15.65790 1.03575 -4.53474
C 14.62462 0.51511 -4.08282
O 13.77558 -0.22015 -4.76271
C 12.78128 -0.81964 -3.94754
C 13.14754 -0.43643 -2.49937
C 14.30437 0.47273 -2.63473
H 12.70793 -1.90704 -3.96447
H 11.74270 -0.51489 -4.07624
H 13.35667 -1.35419 -1.94974
H 12.44734 0.14351 -1.89811
H 15.21575 0.10143 -2.16612
H 13.97562 1.43067 -2.23176
O 10.64406 -0.36824 -6.42737
C 9.46262 -0.11257 -6.45019
O 8.77783 0.13121 -5.33265
C 7.43944 0.60768 -5.55787
C 7.22681 -0.11201 -6.88855
C 8.51648 -0.03349 -7.62935
H 7.43898 1.69719 -5.52511
H 6.73571 0.35486 -4.76480
H 6.40138 0.33435 -7.44308
H 6.91209 -1.13171 -6.66657
H 8.61029 0.92243 -8.14463
H 8.63250 -0.91998 -8.25285
O 5.15690 -7.02424 -1.10826
C 6.15130 -7.02267 -0.41834
O 7.00228 -5.96111 -0.43417
C 8.27575 -6.31755 0.17031
C 7.72257 -7.27606 1.24093
C 6.57251 -8.02389 0.53957
H 8.61572 -5.39353 0.63799
H 9.03296 -6.63774 -0.54537
H 7.39508 -6.74169 2.13273
H 8.45772 -8.00393 1.58423
H 5.75299 -8.23532 1.22643
H 6.92923 -8.92065 0.03293
C 7.20122 -5.30137 -4.94320
Br 6.95209 -4.48044 -6.72408
Br 9.12551 -5.28840 -4.53075
Br 6.53908 -7.08841 -5.05519
H 6.70371 -4.65752 -4.21791
C 11.29892 -2.11349 1.83918
Br 11.61143 -0.37649 0.87542
Br 11.55300 -3.68169 0.67821
Br 9.52745 -2.14383 2.66740
H 12.02732 -2.19470 2.64598
C 13.30984 -4.66368 -4.60821
Br 14.11779 -6.37395 -5.32916
Br 12.72790 -3.35541 -6.03229
Br 14.39293 -3.82449 -3.19817
H 12.37865 -4.96133 -4.12612
*
```

Calculated values
E_HOMO ... -9.2184 eV
LUMO level ... -0.83 eV

=====

No. 2
This record from the OMol25 dataset describes a 6-piece molecular cluster, C24H51BO11S5 overall. The level of theory is ωB97M-V with the def2-TZVPD basis set.

```
! RIJCOSX wB97M-V def2-TZVPD def2/J DEFGRID3
* xyz 0 1
O 2.83338 1.57176 3.25320
S 2.64228 0.18047 2.92278
O 3.56489 -0.51315 2.05567
C 2.43468 -0.74509 4.43865
C 0.93143 -0.70129 4.70281
C 0.25626 -0.94421 3.34743
C 0.96458 -0.04779 2.32341
H 3.03291 -0.28889 5.22426
H 2.77492 -1.76320 4.25059
H 0.63613 -1.44681 5.44020
H 0.64683 0.28119 5.08539
H 0.37335 -1.99253 3.06298
H -0.81619 -0.73771 3.38600
H 1.00538 -0.50356 1.33668
H 0.50143 0.93582 2.25985
O -2.59117 -1.55284 3.45683
S -3.25510 -0.69901 4.41684
O -2.54730 0.35442 5.10443
C -4.72675 -0.03876 3.65170
C -5.80693 -1.07992 3.94222
C -5.59997 -1.48860 5.40469
C -4.10039 -1.74335 5.60679
H -4.54748 0.11503 2.58995
H -4.94796 0.91242 4.13611
H -6.79671 -0.68264 3.77678
H -5.67274 -1.94376 3.30031
H -5.92698 -0.67817 6.06039
H -6.18386 -2.37187 5.65828
H -3.76572 -1.47734 6.60663
H -3.83346 -2.77574 5.38866
O 8.54172 -3.12552 -4.47288
S 7.53896 -2.12417 -4.21092
O 6.13651 -2.45316 -4.16720
C 7.98801 -1.24809 -2.71674
C 8.87282 -0.10424 -3.20233
C 8.18691 0.45258 -4.45707
C 7.79383 -0.74417 -5.33331
H 8.49013 -1.93025 -2.03495
H 7.06915 -0.87406 -2.26542
H 8.99395 0.65866 -2.43473
H 9.86403 -0.48421 -3.45957
H 7.29214 1.00727 -4.16742
H 8.83395 1.13930 -5.00041
H 6.87422 -0.56580 -5.88460
H 8.59083 -1.02126 -6.02063
O 5.10023 4.85606 -4.91993
S 4.41429 5.65637 -3.93577
O 5.08781 6.71937 -3.23414
C 2.90587 6.28600 -4.66360
C 1.86849 5.20464 -4.37502
C 2.10904 4.76771 -2.92441
C 3.61951 4.56050 -2.75561
H 3.06518 6.46770 -5.72390
H 2.66034 7.21811 -4.15548
H 0.85512 5.57494 -4.52355
H 2.01911 4.35615 -5.04606
H 1.76709 5.55168 -2.24539
H 1.55894 3.85907 -2.67964
H 3.95821 4.81386 -1.75401
H 3.91396 3.54162 -3.00200
O -7.67788 -3.01609 3.29291
S -8.49885 -2.30142 2.34349
O -8.27775 -0.90910 2.03850
C -8.53989 -3.23756 0.82155
C -9.71740 -4.19121 0.99997
C -10.84016 -3.35733 1.63144
C -10.22190 -2.55234 2.78210
H -7.58671 -3.74203 0.68060
H -8.71714 -2.53434 0.00828
H -10.02195 -4.62833 0.05056
H -9.43822 -5.00568 1.67181
H -11.25168 -2.67574 0.88457
H -11.65676 -3.98321 1.98754
H -10.69691 -1.58280 2.90906
H -10.24665 -3.10332 3.72034
B 3.42158 -1.31167 -1.35961
C 3.39438 0.04448 -2.14496
C 2.37595 1.05200 -1.54202
O 1.17375 1.11378 -2.26841
C 0.36264 -0.03021 -2.07478
C -1.08581 0.29995 -2.36396
H 3.13221 -2.34691 -1.88182
H 3.68498 -1.35012 -0.20522
H 3.11977 -0.06674 -3.19203
H 4.38519 0.49691 -2.08425
H 2.20785 0.86344 -0.47882
H 2.84364 2.03120 -1.60523
H 0.43684 -0.41878 -1.05452
H 0.72203 -0.81994 -2.74332
H -1.16442 0.78256 -3.33158
H -1.64275 -0.63303 -2.34060
H -1.42803 0.96207 -1.57541
*
```

Calculated values
E_HOMO ... -9.7344 eV
SMILES string ... O=S1(=O)CCCC1.O=S1(=O)CCCC1.O=S1(=O)CCCC1.O=S1(=O)CCCC1.O=S1(=O)CCCC1.BCCOCC
LUMO level ... 0.34 eV

=====

No. 3
This record from the OMol25 dataset describes C47H47IrN3O3P2S as an isolated structure in a non-equilibrium geometry. The level of theory is ωB97M-V with the def2-TZVPD basis set.

```
! RIJCOSX wB97M-V def2-TZVPD def2/J DEFGRID3
* xyz 3 1
Ir 0.47386 1.44709 -0.42208
O 0.85016 -0.93459 0.03887
S 1.15060 -1.71279 1.31917
C 0.92926 -3.45175 0.85729
C 1.67734 -4.38851 1.55591
C 1.48237 -5.74064 1.32182
C 0.53070 -6.14633 0.40065
C -0.18659 -5.20619 -0.32123
C 0.01636 -3.84152 -0.11837
P -0.87146 -2.69821 -1.22667
C -2.62090 -3.18936 -1.15278
C -3.15806 -4.26709 -1.86248
C -4.49846 -4.58087 -1.71120
C -5.31969 -3.81729 -0.89158
C -4.78694 -2.74816 -0.18433
C -3.44370 -2.43974 -0.31163
C -0.18655 -3.09886 -2.83553
C 1.19496 -3.28625 -2.96389
C 1.72739 -3.65678 -4.18398
C 0.89223 -3.85899 -5.27887
C -0.47559 -3.64642 -5.16035
C -1.01325 -3.22472 -3.95572
C -0.30457 -1.55548 2.39578
C -0.47410 -2.58262 3.31863
C -1.57334 -2.59807 4.15715
C -2.52423 -1.59410 4.05381
C -2.32479 -0.54316 3.17699
C -1.19037 -0.47648 2.36612
P -0.76512 1.16510 1.64323
C 0.10047 1.76343 3.14327
C -0.52036 1.90487 4.38525
C 0.20989 2.33279 5.48190
C 1.56829 2.59157 5.36548
C 2.20080 2.40879 4.14485
C 1.47144 1.99461 3.04135
C -2.35348 2.02749 1.42351
C -2.95944 2.86113 2.35982
C -4.17098 3.47331 2.06580
C -4.76855 3.29323 0.82798
C -4.14778 2.50011 -0.12975
C -2.95091 1.86945 0.16646
H 2.41852 -4.06605 2.27760
H 2.07134 -6.47007 1.86046
H 0.36063 -7.20053 0.22894
H -0.91090 -5.53729 -1.05378
H -2.54672 -4.86262 -2.52677
H -4.90564 -5.43086 -2.24239
H -6.37352 -4.04772 -0.81529
H -5.41736 -2.15264 0.46316
H -3.02524 -1.60731 0.23608
H 1.84357 -3.16314 -2.10483
H 2.79399 -3.80602 -4.28419
H 1.30743 -4.17485 -6.22648
H -1.12316 -3.82051 -6.00981
H -2.07294 -3.01880 -3.88182
H 0.25081 -3.38159 3.37756
H -1.68903 -3.39802 4.87505
H -3.40996 -1.61887 4.67390
H -3.05448 0.25523 3.12415
H -1.56473 1.65809 4.51556
H -0.28487 2.45113 6.43658
H 2.13159 2.91018 6.23194
H 3.26508 2.58654 4.05846
H 1.94949 1.84400 2.08242
H -2.49616 3.05920 3.31495
H -4.64240 4.10010 2.81068
H -5.70948 3.77604 0.60140
H -4.59731 2.38357 -1.10789
H -2.47224 1.24804 -0.58425
C -0.06812 0.65971 -5.45964
O -0.59195 1.78872 -4.73881
C -0.44382 1.84319 -3.43622
O 0.13342 1.00098 -2.73866
N -1.01159 2.96317 -2.93982
N -0.80133 3.30821 -1.60865
H 0.22712 1.02928 -6.43644
H -0.85191 -0.08249 -5.57541
H 0.78177 0.22812 -4.93623
H -1.45629 3.60927 -3.57582
H -1.68647 3.48346 -1.14381
H -0.22346 4.14105 -1.53835
C 5.85324 2.58580 -0.18291
N 4.79785 1.68592 -0.72419
C 4.25530 0.81136 0.34485
C 3.69623 2.41593 -1.46973
C 2.96657 3.43086 -0.62382
C 3.51786 4.70637 -0.46591
C 2.91404 5.65001 0.34312
C 1.73178 5.32455 0.99427
C 1.15222 4.08247 0.78980
C 1.74613 3.10947 -0.02518
H 6.69017 1.98729 0.17095
H 5.45033 3.16484 0.64230
H 6.20716 3.25785 -0.96056
H 5.25371 1.08504 -1.41225
H 3.87899 1.43202 1.15443
H 5.04624 0.16958 0.72784
H 3.44399 0.20042 -0.04754
H 2.99603 1.65562 -1.81981
H 4.15757 2.89115 -2.33547
H 4.42550 4.97344 -0.99364
H 3.35618 6.63054 0.45418
H 1.25605 6.04719 1.64432
H 0.21624 3.86637 1.29073
*
```

Calculated values
E_HOMO (spin up / spin down) ... -13.7936 / -13.7646 eV
LUMO level (spin up / spin down) ... -9.58 / -9.65 eV

=====

No. 4
This record from the OMol25 dataset describes an isolated molecule of C2H2N2O in a non-equilibrium geometry. The level of theory is ωB97M-V with the def2-TZVPD basis set.

```
! RIJCOSX wB97M-V def2-TZVPD def2/J DEFGRID3
* xyz 0 1
N 3.64435 -0.48511 0.23798
C 2.67986 -0.05076 -0.15479
N 1.32663 0.78165 -0.66861
C 0.11999 0.32590 -0.04299
O 0.80510 1.44637 0.41964
H -0.72447 0.33536 -0.66783
H 0.36204 -0.60993 0.61530
*
```

Calculated values
E_HOMO ... -11.1625 eV
SMILES string ... N#CN1CO1
LUMO level ... 0.47 eV

=====

no.,electronic energy (Ha)
1,-25121.16478
2,-3788.37457
3,-3393.41680
4,-261.98673